# 1
14
Properties=species:S:1:pos:R:3:forces:R:3 method="wB97M-V/def2-TZVPD" homo_energy_ev=-8.9 spin_multiplicity=1 e_lumo_ev=0.786
O -1.2059 -0.5125 -1.7164 -0.2 -0.3 -0.2
N 0.3997 -0.4652 1.4936 0.8 0.4 0.0
N 0.0861 0.6189 2.2938 -0.4 0.4 0.2
N -0.6307 -2.3956 0.5241 -0.5 -1.0 0.1
C -0.2566 -1.3332 0.9671 0.3 0.1 0.3
C 0.7882 0.8190 -1.6586 0.1 -0.2 -0.2
C -0.6342 0.4817 -1.3613 0.1 0.5 0.1
H 0.8350 1.7861 -2.1553 0.0 0.1 0.0
H -1.1567 1.2517 -0.7611 -0.1 -0.1 0.1
H -1.0488 -2.4870 -0.3872 -0.1 0.3 -0.2
H 0.9249 0.8621 2.8147 -0.3 -0.1 -0.1
H 1.3261 0.9012 -0.7160 0.0 0.0 0.1
H 1.2471 0.0548 -2.2798 0.0 0.0 0.0
H -0.6741 0.4181 2.9423 0.2 -0.1 -0.1

# 2
14
Properties=species:S:1:pos:R:3:forces:R:3 method="wB97M-V/def2-TZVPD" homo_energy_ev=-8.5 spin_multiplicity=1 e_lumo_ev=0.324
O -0.7846 0.8223 -0.8164 -0.1 -1.1 -0.2
N -1.2490 -1.1872 -0.1681 -9.8 -4.5 1.3
N 0.7197 -0.4239 0.3342 7.6 2.7 2.3
N -1.0719 -2.1564 0.7865 2.8 -4.1 0.7
C 0.1854 1.7444 -0.5547 1.9 2.4 3.3
C -0.3874 -0.3000 -0.1127 0.3 6.0 -3.7
C 1.5183 0.9553 -0.0273 -2.5 -2.6 -1.2
H -2.2643 -0.8049 0.0915 2.6 -0.7 -1.6
H 1.9546 1.4510 0.7826 -0.2 0.5 1.9
H -0.2254 2.3362 0.4763 1.4 -0.9 -2.9
H 2.4776 0.7047 -0.5611 -1.6 0.1 -0.8
H -1.3294 -3.6576 0.1009 1.3 4.0 1.6
H 0.3487 2.4018 -1.4142 -0.2 0.0 0.4
H 0.1078 -1.8856 1.0824 -3.5 -1.8 -1.2

# 3
14
Properties=species:S:1:pos:R:3:forces:R:3 method="wB97M-V/def2-TZVPD" homo_energy_ev=-8.2 spin_multiplicity=1 e_lumo_ev=1.041
O 0.2472 -0.4590 -0.6286 -1.6 1.6 0.3
N -0.4373 1.7558 -0.0606 -0.8 0.6 0.1
N 1.2242 0.4266 -0.1720 -0.7 -0.5 -0.5
N 0.7807 1.5927 0.1424 1.0 0.4 0.4
C -2.1759 0.0168 0.2477 0.3 0.0 0.0
C -1.0692 0.6128 -0.5837 1.7 -2.0 -0.3
C 2.5381 -0.0723 0.0689 0.2 -0.2 0.0
H -1.3333 0.7063 -1.6399 0.1 0.0 0.0
H -2.1504 -1.0647 0.1530 0.0 -0.1 -0.1
H 3.0176 -0.3393 -0.8758 0.0 0.0 0.0
H 3.1082 0.7133 0.5611 -0.1 -0.1 0.0
H 2.4892 -0.9676 0.6934 0.0 0.1 0.1
H -3.1357 0.3712 -0.1171 -0.1 0.1 0.0
H -2.0646 0.2913 1.2939 0.0 0.0 0.0

# 4
14
Properties=species:S:1:pos:R:3:forces:R:3 method="wB97M-V/def2-TZVPD" homo_energy_ev=-9.4 spin_multiplicity=1 e_lumo_ev=1.024
O -0.6200 0.8054 -1.0693 -0.1 0.0 -0.1
N 0.4581 1.8022 0.4083 0.1 0.0 0.2
N 1.4253 0.2955 -0.7349 0.0 -0.2 -0.2
N -0.3471 -0.5290 0.9969 0.1 0.2 0.1
C 0.6398 1.5078 -1.0416 0.2 0.5 -0.5
C 0.1547 0.3815 0.1076 -0.2 -0.4 0.5
C -1.0762 -1.6963 0.5497 -0.1 -0.2 -0.1
H -1.5029 -1.5009 -0.4396 0.1 0.0 0.2
H 1.2975 -0.3852 -1.4909 0.0 0.1 0.1
H 0.8649 2.2470 -1.8079 0.0 -0.1 0.1
H 1.3904 1.8393 0.8311 -0.1 0.0 0.0
H -1.9059 -1.9013 1.2329 0.1 0.0 -0.1
H -0.4436 -2.5913 0.4856 -0.1 0.1 0.0
H -0.3349 -0.2747 1.9720 -0.1 0.0 -0.3

# 5
14
Properties=species:S:1:pos:R:3:forces:R:3 method="wB97M-V/def2-TZVPD" homo_energy_ev=-8.8 spin_multiplicity=1 e_lumo_ev=0.064
O 2.2898 0.7182 0.0098 -0.2 0.2 0.2
N 0.1848 0.5088 -1.9489 0.8 -1.7 0.7
N -0.1500 1.2112 1.0498 0.7 -1.0 -0.6
N 1.4901 -0.3837 -0.0544 -1.3 -0.1 0.6
C -1.3195 -0.9602 0.6739 0.3 -0.2 -0.2
C -0.2758 0.1011 0.4994 1.3 0.4 2.9
C 0.6296 -0.4287 -1.1224 -0.9 2.3 -3.2
H 1.7613 1.5343 -0.0994 -0.2 -0.2 0.1
H -1.9391 -1.0264 -0.2207 0.0 0.0 0.0
H 0.5864 1.4282 -1.7696 0.1 -0.1 0.1
H -1.9435 -0.7199 1.5359 0.0 0.1 -0.1
H -0.8539 -1.9287 0.8462 0.1 0.0 -0.1
H 0.2503 -1.4338 -1.2742 0.0 -0.1 0.0
H -0.7105 1.3795 1.8746 -0.7 0.3 -0.5

# 6
14
Properties=species:S:1:pos:R:3:forces:R:3 method="wB97M-V/def2-TZVPD" homo_energy_ev=-8.6 spin_multiplicity=1 e_lumo_ev=0.935
O -1.8815 -1.0246 0.7694 0.2 0.1 -0.1
N 0.2883 -2.2020 0.2464 0.1 0.3 -0.2
N -1.9219 1.0538 0.1062 0.1 0.0 0.0
N 1.5888 -0.3634 -0.6922 -0.5 -0.4 0.3
C 1.7222 1.0526 -0.5185 0.0 0.2 0.0
C -1.1973 -0.0537 0.2411 -0.3 0.2 0.1
C 0.7583 -1.0949 -0.1563 0.4 -0.1 -0.1
H 2.4671 1.2892 0.2513 -0.1 -0.1 -0.1
H 2.0516 1.5138 -1.4546 -0.1 -0.1 0.1
H -2.8988 1.0922 0.3809 0.1 -0.1 0.0
H -1.5178 1.8740 -0.3130 0.0 -0.1 0.1
H 0.9926 -2.8351 0.6074 0.0 0.1 0.0
H -1.2138 -1.7947 0.7389 0.0 0.0 0.0
H 0.7622 1.4927 -0.2068 0.2 -0.1 -0.1

# 7
14
Properties=species:S:1:pos:R:3:forces:R:3 method="wB97M-V/def2-TZVPD" homo_energy_ev=-8.7 spin_multiplicity=1 e_lumo_ev=0.098
O -0.7405 2.6497 0.3847 -0.2 -0.7 -0.4
N 1.2954 1.6748 -0.0547 0.5 1.6 0.8
N -1.8206 -0.2938 0.3679 0.1 0.3 0.1
N 0.3367 -0.4372 -0.6137 -0.5 -0.1 0.5
C -0.1170 1.6689 0.0576 0.1 0.7 0.1
C -0.6310 0.2433 -0.1337 0.6 -0.5 -0.2
C 0.6752 -1.7219 -0.0926 -0.1 -0.7 -0.1
H -2.4537 -0.6261 -0.3538 0.4 -0.2 0.2
H 1.7550 -1.8466 -0.2525 -0.3 -0.3 0.0
H 0.1357 -2.5399 -0.5552 0.0 -0.4 0.0
H 1.6587 1.8056 -0.9851 -0.1 0.3 -0.1
H -2.3285 0.2639 1.0394 0.1 0.3 -0.1
H 1.7291 0.8603 0.3496 -0.2 0.0 -0.4
H 0.4923 -1.7079 0.9935 -0.1 -0.3 -0.3

# 8
14
Properties=species:S:1:pos:R:3:forces:R:3 method="wB97M-V/def2-TZVPD" homo_energy_ev=-9.6 spin_multiplicity=1 e_lumo_ev=0.222
O 1.1517 -3.1316 -2.1333 0.4 0.3 0.3
N -0.7121 -2.3778 -0.9094 -1.3 1.5 1.3
N -0.9464 0.0673 0.0663 1.0 0.8 1.2
N -0.2168 0.6623 -0.7146 -2.1 -1.3 -3.9
C -0.6671 0.3551 1.4627 0.6 1.7 0.8
C 0.7931 1.5361 -0.4039 0.5 1.1 2.5
C 0.2897 -2.6681 -1.4835 -0.1 -0.6 -1.0
H -1.1457 -1.4439 -0.5184 1.0 -1.8 -0.9
H 1.3547 1.9359 -1.1858 1.0 -0.6 -1.9
H 0.3518 0.0439 1.7819 -0.8 -0.5 -0.1
H 0.4679 2.4887 -0.0111 -0.7 0.2 1.0
H -0.5952 1.4518 1.6175 -0.2 -0.3 -0.2
H 1.3565 1.0174 0.3511 1.2 0.3 0.4
H -1.4820 0.0629 2.0805 -0.3 -0.9 0.5

# 9
14
Properties=species:S:1:pos:R:3:forces:R:3 method="wB97M-V/def2-TZVPD" homo_energy_ev=-21.5 total_charge=+2 spin_multiplicity=1 e_lumo_ev=-11.782
O 3.1512 -0.8992 0.0566 0.7 0.1 0.0
N 2.0144 -0.2895 0.1192 -1.5 -1.5 0.0
N 1.0709 -1.1080 0.1391 1.3 -1.2 0.0
N -0.1710 -0.7884 0.1399 -3.4 1.3 -0.1
C -1.3405 -0.8466 0.0882 3.9 0.2 0.2
C 2.0394 1.1176 0.1295 0.4 2.5 0.0
C -2.7097 -0.7969 0.0242 -2.4 -0.2 0.0
H -3.0833 0.2323 -0.0508 0.2 0.0 0.0
H -3.1608 -1.2655 0.9155 0.2 0.0 0.0
H -3.0831 -1.3699 -0.8402 0.2 0.0 0.0
H 2.9095 1.4607 0.7089 -0.2 -0.3 0.1
H 1.1172 1.5589 0.5124 0.0 -0.4 0.0
H 2.8874 -1.8465 -0.0126 0.8 -0.4 0.0
H 2.2312 1.4949 -0.8890 -0.1 -0.3 0.0

# 10
15
Properties=species:S:1:pos:R:3:forces:R:3 method="wB97M-V/def2-TZVPD" homo_energy_ev=-9.2 spin_multiplicity=1 e_lumo_ev=-0.169
O -2.2330 -0.0522 -0.8015 -0.1 -5.9 2.5
O 0.1368 0.6807 -0.4158 -0.1 3.9 1.0
N 2.6410 -0.0559 -0.1099 -0.5 1.4 -1.5
N -0.6101 -1.4700 0.2366 -0.2 2.3 -0.1
N 1.5889 -0.8955 -0.5357 0.8 -4.5 5.5
C 0.3359 -0.5018 -0.1224 -2.2 -5.6 -0.9
C -1.9420 -1.1154 -0.0656 -1.5 2.6 -2.5
C -0.8907 1.4435 0.2621 1.0 3.0 -0.5
H -1.5064 0.7068 0.9220 0.9 2.5 -1.4
H -0.3213 2.2762 0.9777 -1.2 -2.2 -1.9
H -2.9102 -1.8182 0.3562 3.1 1.7 -1.1
H -1.1903 2.0095 -0.8138 -0.7 -1.2 3.9
H 2.1335 0.6528 0.7214 2.8 -1.4 -3.9
H 1.6039 -2.0019 0.5655 -0.2 2.7 -3.7
H 3.1641 0.1415 -1.1769 -1.9 0.8 4.6

# 11
15
Properties=species:S:1:pos:R:3:forces:R:3 method="wB97M-V/def2-TZVPD" homo_energy_ev="-7.1 / -7.1" spin_multiplicity=1 e_lumo_ev="0.303 / 0.302"
O -1.5293 -0.0380 1.0051 0.2 -0.1 -0.3
O -2.5095 -0.0431 -1.0263 0.4 0.0 0.2
N 1.1670 1.4054 0.0604 -0.5 0.3 0.2
N 1.1398 -1.1446 0.9359 0.2 0.7 0.5
N 0.6423 -1.5066 -0.3719 -0.3 0.0 0.0
C -1.5146 -0.0185 -0.3546 -1.0 0.2 0.2
C 0.2854 0.9715 -0.8321 0.6 -1.1 -0.1
C 0.0637 -0.4775 -1.0145 0.9 0.6 0.4
H 1.2760 2.3950 0.2329 -0.3 -0.1 0.1
H 1.9675 -1.6877 1.1527 -0.1 -0.2 -0.4
H -0.2088 -0.7290 -2.0371 -0.2 0.1 0.1
H -2.4540 -0.1376 1.2852 0.0 0.0 -0.1
H 0.4590 -1.3821 1.6591 -0.1 -0.1 -0.3
H -0.2209 1.6717 -1.4898 0.1 -0.1 0.0
H 1.4363 0.7211 0.7949 0.1 -0.2 -0.6

# 12
15
Properties=species:S:1:pos:R:3:forces:R:3 method="wB97M-V/def2-TZVPD" homo_energy_ev=-9.6 spin_multiplicity=1 e_lumo_ev=1.041
O -1.5224 -0.6235 0.5297 -0.9 1.8 -1.1
O -0.5223 1.4144 -0.0526 2.6 0.8 0.6
N 0.9421 -0.9118 1.5036 2.1 -2.5 -1.3
N -0.6904 -1.3550 -0.2976 1.1 -3.9 1.5
N 0.5380 1.0035 -0.8992 -0.3 0.7 -0.4
C -1.5824 0.6213 -0.2048 -3.1 -0.4 0.0
C 0.5498 -1.5693 0.5128 0.0 -1.7 -3.1
C 1.6526 1.4245 -0.4992 -0.5 1.0 2.0
H -1.2214 -2.3100 -0.5303 1.8 2.4 0.8
H -2.4073 1.2302 0.2512 0.4 -0.9 -0.6
H -1.6983 0.3448 -1.2798 -0.3 0.4 0.8
H 1.2113 -2.3496 -0.1030 -1.3 1.4 1.9
H 0.4039 -0.1465 1.7226 -2.1 1.8 0.9
H 1.8708 1.9560 0.4662 -0.7 -0.4 -0.9
H 2.4761 1.2709 -1.1197 1.1 -0.5 -1.0

# 13
15
Properties=species:S:1:pos:R:3:forces:R:3 method="wB97M-V/def2-TZVPD" homo_energy_ev=-9.3 spin_multiplicity=1 e_lumo_ev=0.753
O 0.5983 -0.1575 1.2883 0.8 3.3 -1.9
O -0.2727 0.6277 -1.4188 -0.2 -0.5 1.5
N -0.8650 -0.4467 0.9894 2.6 -2.2 5.3
N -1.3180 -2.5457 -0.1051 -1.5 3.6 1.4
N -0.1237 -0.8437 -1.2254 -0.4 2.4 -0.5
C 0.9909 1.2418 0.8200 -1.7 0.9 -0.7
C 0.7713 1.4179 -0.8847 1.0 -1.8 1.6
C -0.8744 -1.2733 -0.1151 -0.4 -5.2 -0.5
H -0.6372 -0.9355 -2.0802 -0.2 -1.9 -0.4
H -0.6783 -1.2462 1.8721 -2.2 2.8 -3.1
H 2.0005 1.6120 1.2310 -1.0 -1.6 -1.1
H 0.3215 2.4395 -1.3030 2.3 -1.7 1.2
H -2.0030 -2.7042 0.7820 2.5 0.6 -2.3
H 1.7348 0.8211 -1.1755 -1.2 2.2 -0.5
H 0.3550 1.9928 1.3249 -0.4 -0.7 -0.2

# 14
15
Properties=species:S:1:pos:R:3:forces:R:3 method="wB97M-V/def2-TZVPD" homo_energy_ev="-8.6 / -8.6" spin_multiplicity=1 e_lumo_ev="0.196 / 0.196"
O -0.9805 -1.3361 1.3695 -0.4 0.7 -0.8
O -0.9382 -1.8486 -0.8385 -0.8 1.3 0.6
N -1.5947 1.2267 -0.3197 -4.6 -2.9 0.4
N -2.3083 0.3320 -0.1751 1.4 4.9 -0.8
N 0.1191 0.2270 -0.1120 -0.4 -1.6 0.1
C 0.8356 0.7524 1.0402 -0.2 -0.8 0.0
C -0.8932 -1.0185 0.0376 5.2 -1.4 0.3
C 0.8554 0.3004 -1.3647 -0.2 -0.5 0.3
H 1.8603 -0.1173 -1.2508 0.1 0.0 -0.2
H -1.2588 -2.2617 1.4130 -0.2 0.0 -0.1
H 0.2048 0.6698 1.9241 0.1 0.1 0.0
H 1.7595 0.1898 1.2117 0.1 0.1 0.1
H 0.9372 1.3478 -1.6717 -0.1 -0.1 0.1
H 0.3155 -0.2665 -2.1241 0.1 0.1 0.0
H 1.0864 1.8029 0.8605 -0.1 -0.1 -0.1

# 15
16
Properties=species:S:1:pos:R:3:forces:R:3 method="wB97M-V/def2-TZVPD" homo_energy_ev=-8.3 spin_multiplicity=1 e_lumo_ev=-0.388
S 0.3216 -2.9703 -1.3049 -0.9 0.0 -0.8
O -3.0241 -0.1178 -1.0146 1.0 -0.7 -1.6
O -3.9724 0.3309 0.9530 0.4 0.4 -0.7
N 0.4601 1.7421 -0.0760 0.9 0.9 0.1
N -1.6879 1.9335 1.7661 1.9 -0.4 -1.4
N -0.7095 1.0906 -0.2356 -1.7 -1.7 0.2
C -1.6632 1.1799 0.6339 -0.1 -0.4 -2.6
C 1.4020 -3.5813 -0.3361 0.9 -0.2 0.6
C -3.0524 0.4235 0.1795 2.6 0.9 1.9
H 1.6506 -4.6383 -0.1878 -0.3 0.2 -0.2
H 2.0054 -2.8870 0.2245 0.4 0.0 0.4
H -2.5733 1.8595 2.1503 -1.6 0.7 1.8
H 1.3159 1.2000 -0.1574 -0.6 0.0 -0.1
H -2.1250 -0.1645 -1.5045 -1.6 0.8 1.8
H 0.4878 2.4351 0.6481 0.3 0.1 0.4
H -0.8966 2.5485 1.9989 -1.4 -0.6 0.2

# 16
17
Properties=species:S:1:pos:R:3:forces:R:3 method="wB97M-V/def2-TZVPD" homo_energy_ev=-9.8 spin_multiplicity=1 e_lumo_ev=0.186
O 1.2391 -1.2800 1.8365 3.5 1.0 -2.1
O 3.0671 1.2653 6.7486 -0.1 -1.1 0.1
O 3.0566 0.7907 3.8907 0.2 -0.9 0.2
O 2.4792 -2.6797 3.8591 0.2 2.1 -1.0
N 2.5426 -0.6663 5.6053 -0.3 -0.9 0.2
N 2.5195 -0.6069 7.9011 -0.2 -0.7 0.7
N 3.6744 -1.4355 2.3164 0.1 0.1 -0.8
C 2.7458 -1.5614 3.3890 1.8 -2.3 1.6
C 2.8004 -0.3149 4.3169 -1.0 1.5 -0.9
C 2.7511 0.0890 6.7679 0.0 1.8 -0.5
H 2.5816 -0.1194 8.7827 0.0 0.0 -0.3
H 2.1414 -1.6011 5.6764 0.4 0.2 0.0
H 3.9383 -0.5155 1.9778 0.0 0.2 0.9
H 2.2855 -1.5890 7.9163 0.1 0.3 -0.1
H 4.4642 -2.0716 2.3248 -0.5 -0.2 0.0
H 2.3564 -1.2783 1.3169 -4.6 -0.8 2.1
H 0.8850 -2.1724 1.7655 0.2 -0.2 -0.1

# 17
15
Properties=species:S:1:pos:R:3:forces:R:3 method="wB97M-V/def2-TZVPD" homo_energy_ev=-8.4 spin_multiplicity=1 e_lumo_ev=0.642
S 0.2200 1.3312 -2.6801 -0.1 0.0 0.2
O 1.0082 0.9196 0.6372 0.0 0.1 -0.1
N -1.6708 -1.2003 -0.2755 0.4 0.3 0.9
N -1.1515 -0.4663 -1.3584 0.0 -0.1 0.0
N 0.9405 -0.3949 1.0498 0.6 -0.4 0.3
C -0.4309 0.6721 -1.3168 -0.1 -0.4 -0.2
C 2.0544 -0.7803 1.5250 -0.6 -0.1 -0.4
C -0.2279 1.3022 0.0509 0.7 1.2 -0.8
H -1.0241 1.0987 0.7241 -0.8 -0.3 0.6
H 2.9078 -0.1272 1.5370 0.3 0.3 0.1
H -0.9257 -1.2977 0.4511 -0.8 0.2 -0.8
H -0.1402 2.3979 -0.0917 -0.1 -0.7 0.1
H -1.2256 -0.9518 -2.2438 0.1 0.3 0.1
H 2.1379 -1.8040 1.8635 -0.1 0.0 0.0
H -2.4722 -0.6994 0.1276 0.4 -0.3 -0.2

Energy above the lowest of the compared OMol25 structures with the same formula, charge and spin / kcal/mol: 70.0; 181.9; 104.1; 94.5; 135.6; 66.5; 55.2; 76.2; 147.3; 236.0; 115.8; 154.8; 205.9; 82.9; 12.3; 0.0; 84.6
Total energy / eV: -9739.997; -9735.144; -9738.521; -9738.936; -9737.154; -9740.149; -9740.640; -9739.728; -9717.776; -11781.077; -11786.293; -11784.598; -11782.383; -11787.720; -22622.747; -15884.308; -20574.514